ORCA calculation (ωB97M-V/def2-TZVPD) on a structure of composition C41H42IrN6OSSe at a distorted geometry.

Structure (XYZ):
```
93
Properties=species:S:1:pos:R:3:mulliken_charge:R:1
Ir 2.07 0.29 -0.19 1.38
C 1.48 0.30 4.20 -0.70
C 2.79 0.39 4.66 -0.62
C 3.83 0.37 3.76 -1.16
C 3.56 0.26 2.40 0.47
N 2.29 0.20 1.96 0.05
C 1.28 0.21 2.83 -0.04
C 4.56 0.24 1.33 1.07
C 5.94 0.16 1.56 -0.66
C 6.83 0.14 0.50 -1.03
C 6.35 0.23 -0.80 -0.73
C 4.99 0.30 -1.05 -0.09
C 4.08 0.30 0.01 -0.56
H 0.64 0.30 4.87 0.50
H 2.99 0.48 5.72 0.45
H 4.85 0.45 4.10 0.42
H 0.29 0.16 2.41 0.14
H 6.32 0.09 2.57 0.39
H 7.89 0.07 0.69 0.40
H 7.05 0.23 -1.63 0.47
H 4.63 0.36 -2.07 0.34
S 1.92 2.07 -4.27 -0.28
C 1.88 0.38 -4.50 -0.60
C 1.90 -0.31 -3.32 -1.53
C 1.94 0.54 -2.18 -0.11
C 1.97 1.85 -2.56 0.59
C 2.08 2.87 -1.55 1.21
C 2.20 4.24 -1.77 -1.00
C 2.35 5.10 -0.70 -0.55
C 2.37 4.58 0.59 -1.06
C 2.24 3.22 0.75 -0.10
N 2.10 2.38 -0.28 0.54
H 1.85 -0.01 -5.50 0.48
H 1.87 -1.39 -3.28 0.38
H 2.19 4.61 -2.79 0.51
H 2.46 6.16 -0.86 0.46
H 2.47 5.22 1.46 0.50
H 2.23 2.77 1.73 0.42
C -2.30 4.16 1.45 -1.11
C -3.53 3.27 1.29 0.17
C -3.70 2.27 2.44 -0.84
C -2.72 1.10 2.38 -0.74
N -2.98 0.23 1.24 0.83
C -2.23 0.13 0.12 -0.70
Se -0.71 1.11 -0.29 -0.30
N -2.80 -0.79 -0.69 1.04
C -2.26 -1.24 -1.98 -0.74
C -2.34 -0.19 -3.10 -0.08
C -3.70 0.49 -3.23 -0.30
C -4.79 -0.41 -3.78 -1.21
C -3.93 -1.31 -0.07 0.63
C -4.85 -2.27 -0.46 -1.19
C -5.88 -2.56 0.42 -0.84
C -5.98 -1.91 1.66 -0.87
C -5.07 -0.94 2.05 -0.87
C -4.04 -0.66 1.15 1.03
H -2.24 4.89 0.64 0.37
H -1.38 3.58 1.44 0.05
H -2.35 4.72 2.39 0.39
H -3.48 2.73 0.34 -0.14
H -4.42 3.90 1.25 0.36
H -4.72 1.88 2.45 0.42
H -3.54 2.78 3.39 0.51
H -2.80 0.49 3.28 0.48
H -1.70 1.46 2.29 -0.08
H -2.82 -2.13 -2.25 0.67
H -1.22 -1.52 -1.83 -0.38
H -2.10 -0.71 -4.03 0.65
H -1.57 0.56 -2.93 -0.16
H -3.58 1.35 -3.89 0.52
H -4.01 0.90 -2.26 -0.09
H -4.49 -0.84 -4.74 0.33
H -5.72 0.14 -3.94 0.40
H -5.03 -1.24 -3.11 0.17
H -4.79 -2.78 -1.41 0.44
H -6.62 -3.30 0.15 0.44
H -6.80 -2.16 2.33 0.43
H -5.15 -0.44 3.00 0.47
N 0.57 -6.68 0.15 -0.29
C 1.74 -6.06 -0.14 0.13
O 2.75 -6.66 -0.42 -0.60
C 1.73 -4.55 -0.16 1.07
C 0.66 -3.74 0.21 -0.79
C 0.79 -2.37 0.13 -0.66
N 1.90 -1.76 -0.30 0.37
C 2.94 -2.54 -0.66 -0.18
C 2.89 -3.92 -0.59 -0.87
H 0.60 -7.68 0.22 0.26
H -0.23 -6.20 0.54 0.16
H -0.27 -4.15 0.56 0.27
H -0.03 -1.71 0.40 0.49
H 3.82 -2.02 -1.01 0.57
H 3.74 -4.52 -0.88 0.54
```

Computed properties:
* total energy: -133206.6524 eV
* frontier orbital gap: 0.267 Eh
* net charge: +1
* energy relative to the best compared isomer or geometry (same formula, charge and spin): 0.000 eV


ORCA calculation (ωB97M-V/def2-TZVPD) on a structure of composition C3H8O3Pb at a distorted geometry.

Structure (XYZ):
```
15
Properties=species:S:1:pos:R:3:mulliken_charge:R:1
O 0.80 0.13 -2.07 -0.57
C 0.72 1.31 -1.34 -0.51
C 0.73 1.03 0.16 -0.37
O -0.22 -0.02 0.40 -0.30
C -0.38 -0.37 1.77 -0.66
Pb -0.21 -1.33 -1.29 0.79
H 1.56 1.99 -1.55 0.31
H 0.45 1.92 0.75 0.38
H 1.73 0.67 0.48 0.32
H -0.61 0.53 2.36 0.29
H -1.21 -1.08 1.83 0.25
H 0.54 -0.84 2.16 0.32
O -1.57 -2.73 -1.40 -0.73
H -0.22 1.87 -1.58 0.26
H -2.10 -3.07 -0.68 0.23
```

Computed properties:
* total energy: -14626.5538 eV
* frontier orbital gap: 0.260 Eh
* energy relative to the best compared isomer or geometry (same formula, charge and spin): 0.000 eV


ORCA calculation (ωB97M-V/def2-TZVPD) on a structure of composition C32H45N6O4ReS2SeSi.

Structure (XYZ):
```
92
Properties=species:S:1:pos:R:3:lowdin_spin:R:1
Re -0.31 -0.19 0.00 2.32
C -3.50 -2.54 2.19 0.00
C -2.71 -1.37 1.69 0.05
S -0.96 -1.48 1.86 0.12
C -3.28 -0.32 1.07 0.05
C -4.76 -0.21 0.86 0.00
S -2.32 1.01 0.41 0.11
H -2.90 -3.14 2.88 0.00
H -3.79 -3.16 1.34 0.00
H -4.40 -2.22 2.72 0.00
H -5.33 -0.58 1.72 0.00
H -5.03 -0.81 -0.02 0.00
H -5.05 0.83 0.67 0.00
C 0.34 -1.64 -3.81 0.00
N -0.23 -0.30 -3.95 0.01
C -0.84 -0.06 -5.24 0.00
C -0.31 0.57 -2.93 0.01
N 0.55 0.55 -1.90 0.04
C 1.87 0.12 -2.15 0.01
C 2.65 0.61 -3.19 0.00
C 3.93 0.11 -3.41 0.01
C 4.43 -0.88 -2.59 0.00
C 3.68 -1.36 -1.52 0.01
C 2.40 -0.85 -1.28 0.00
N 1.57 -1.23 -0.25 0.06
C 1.96 -2.13 0.70 0.01
N 1.61 -3.40 0.58 0.00
C 0.66 -3.85 -0.44 0.00
C 2.16 -4.46 1.40 0.00
N 2.64 -1.74 1.81 0.00
C 2.25 -2.18 3.14 0.00
C 3.55 -0.60 1.71 0.00
N -1.27 1.51 -2.98 0.01
C -1.06 2.82 -2.38 0.00
C -2.65 1.19 -3.33 0.00
H -0.36 -2.35 -4.25 0.00
H 0.44 -1.90 -2.76 0.00
H 1.31 -1.69 -4.31 0.00
H -0.13 -0.37 -6.01 0.00
H -1.03 1.01 -5.37 0.00
H -1.76 -0.63 -5.34 0.00
H 2.24 1.37 -3.83 0.00
H 4.52 0.49 -4.23 0.00
H 5.42 -1.29 -2.76 0.00
H 4.07 -2.14 -0.88 0.00
H 0.10 -3.01 -0.84 0.00
H -0.05 -4.54 0.01 0.00
H 1.19 -4.35 -1.25 0.00
H 3.12 -4.15 1.83 0.00
H 2.32 -5.33 0.76 0.00
H 1.48 -4.75 2.20 0.00
H 1.33 -2.75 3.09 0.00
H 2.05 -1.29 3.74 0.00
H 3.03 -2.77 3.63 0.00
H 4.55 -0.93 1.43 0.00
H 3.59 -0.11 2.68 0.00
H 3.19 0.12 0.99 0.00
H 0.00 3.00 -2.27 0.00
H -1.54 2.91 -1.41 0.00
H -1.49 3.57 -3.05 0.00
H -2.77 0.12 -3.49 0.00
H -2.96 1.74 -4.23 0.00
H -3.29 1.48 -2.50 0.00
O -2.86 -1.88 -3.47 0.00
Se -2.42 -2.55 -2.05 0.01
O -1.51 -3.88 -2.27 0.01
O -1.36 -1.39 -1.37 0.10
O -3.66 -2.78 -1.04 0.00
C -0.58 1.36 6.17 0.00
C 0.72 1.62 5.74 0.00
C 1.00 1.69 4.38 0.00
C 0.01 1.49 3.41 0.00
C -1.28 1.23 3.87 0.00
C -1.58 1.17 5.22 0.00
Si 0.51 1.58 1.58 0.03
C 0.16 3.35 0.99 0.00
C -1.00 4.06 1.34 0.00
C -1.23 5.34 0.84 0.00
C -0.30 5.94 0.00 0.00
C 0.86 5.26 -0.33 0.00
C 1.08 3.99 0.16 0.00
H -0.81 1.31 7.22 0.00
H 1.51 1.78 6.47 0.00
H 2.02 1.91 4.07 0.00
H -2.07 1.05 3.15 0.00
H -2.59 0.96 5.54 0.00
H 2.00 1.69 1.75 0.00
H -1.73 3.60 1.99 0.00
H -2.14 5.87 1.12 0.00
H -0.48 6.94 -0.38 0.00
H 1.59 5.73 -0.98 0.00
H 1.99 3.46 -0.12 0.00
```

Computed properties:
* expectation value of S²: 3.78
* 2S+1: 4
* total energy: -148070.7093 eV
* frontier orbital gap (spin up / spin down): 0.225 / 0.246 Eh
* net charge: -1
* energy relative to the best compared isomer or geometry (same formula, charge and spin): 0.115 eV